# 1
Computed, not measured: a molecular structure, C33H70BIN2O22PS at a distorted geometry, with the ωB97M-V functional and the def2-TZVPD basis.

Structure (XYZ):
```
131
Properties=species:S:1:pos:R:3:mulliken_charge:R:1
C 0.742 -2.007 4.148 -1.491
C -0.492 -1.163 3.797 0.170
C -1.292 -1.806 2.648 -1.968
I -3.404 -2.007 3.090 0.159
C -1.064 -1.261 1.245 0.533
C 0.267 -1.750 0.562 -1.984
C 0.875 -0.431 0.051 -0.488
B 2.064 -0.193 1.090 0.130
O 1.911 0.547 2.241 -0.722
N 3.272 -0.897 0.825 -0.116
C 3.856 -0.634 -0.517 -1.176
C 4.268 -0.761 1.898 -1.227
N -0.237 0.636 -0.092 1.062
P 0.484 2.256 -0.108 0.912
O -0.310 3.243 -0.786 -0.822
O 0.802 2.841 1.344 -0.494
O 1.877 2.206 -0.856 -0.443
S -0.980 0.463 -1.774 1.436
C -1.306 -1.255 -2.135 -0.995
O -0.042 0.929 -2.721 -0.607
O -2.205 1.152 -1.849 -0.582
C -1.283 0.242 0.949 1.312
C -1.662 1.216 2.048 -2.815
C -2.569 2.341 1.572 0.641
C -2.704 3.386 2.695 -1.738
O -3.847 1.855 1.223 -0.611
H 0.479 -2.987 4.526 0.417
H 1.259 -1.465 4.933 0.440
H 1.453 -2.050 3.330 0.137
H -1.109 -1.171 4.686 0.645
H -0.125 -0.171 3.579 -0.172
H -0.965 -2.836 2.620 1.001
H -1.828 -1.767 0.663 0.385
H 0.846 -2.226 1.343 0.810
H 0.116 -2.515 -0.184 0.356
H 1.223 -0.566 -0.968 1.234
H 2.399 1.385 2.208 0.314
H 4.874 -0.291 -0.388 0.346
H 3.267 0.017 -1.150 0.306
H 3.940 -1.580 -1.051 0.404
H 3.830 -1.094 2.827 0.275
H 5.113 -1.416 1.719 0.404
H 4.614 0.268 1.976 0.423
H 0.586 3.793 1.345 0.270
H 2.152 3.143 -0.836 0.382
H -0.403 -1.840 -2.047 0.296
H -2.115 -1.670 -1.551 0.305
H -1.563 -1.237 -3.186 0.520
H -2.235 0.184 0.421 0.363
H -0.833 1.560 2.649 0.633
H -2.266 0.641 2.746 0.570
H -2.189 2.875 0.705 0.319
H -1.777 3.527 3.245 0.387
H -2.925 4.334 2.220 0.332
H -3.511 3.129 3.372 0.340
H -4.145 1.221 1.892 0.421
C 7.120 -5.560 -5.650 -1.088
C 5.793 -5.350 -4.955 -0.188
O 5.816 -4.193 -4.094 -0.343
C 5.716 -3.022 -4.715 0.759
O 5.593 -2.856 -5.900 -0.561
O 5.787 -2.052 -3.795 -0.309
C 5.777 -0.729 -4.337 -0.695
H 7.928 -5.604 -4.918 0.351
H 7.106 -6.488 -6.221 0.349
H 7.340 -4.742 -6.334 0.268
H 5.574 -6.194 -4.305 0.313
H 4.976 -5.267 -5.672 0.283
H 4.923 -0.578 -4.995 0.340
H 6.703 -0.530 -4.873 0.338
H 5.701 -0.043 -3.498 0.174
C 3.869 8.893 3.640 -1.120
C 3.964 7.895 2.507 -0.191
O 2.801 7.047 2.445 -0.334
C 1.717 7.604 1.906 0.705
O 1.629 8.715 1.462 -0.538
O 0.722 6.704 1.958 -0.245
C -0.537 7.214 1.489 -0.502
H 3.677 8.381 4.584 0.295
H 4.795 9.459 3.726 0.368
H 3.052 9.595 3.478 0.318
H 4.806 7.226 2.671 0.284
H 4.118 8.389 1.549 0.323
H -0.444 7.642 0.494 0.350
H -0.934 7.954 2.180 0.327
H -1.222 6.371 1.447 0.007
C 7.316 -7.239 -11.715 -1.097
C 7.998 -6.011 -11.151 -0.160
O 7.102 -4.892 -11.076 -0.375
C 6.240 -4.912 -10.062 0.801
O 6.162 -5.761 -9.209 -0.558
O 5.469 -3.827 -10.153 -0.351
C 4.439 -3.762 -9.165 -0.352
H 6.855 -7.009 -12.677 0.298
H 8.035 -8.046 -11.851 0.363
H 6.527 -7.590 -11.051 0.306
H 8.804 -5.698 -11.812 0.292
H 8.435 -6.209 -10.172 0.287
H 4.849 -3.872 -8.164 0.042
H 3.689 -4.530 -9.356 0.290
H 3.974 -2.784 -9.250 0.229
C -10.280 -3.249 0.597 -1.127
C -8.834 -2.949 0.264 -0.171
O -8.178 -2.241 1.331 -0.336
C -7.816 -2.984 2.373 0.695
O -7.962 -4.171 2.493 -0.543
O -7.254 -2.174 3.281 -0.157
C -6.887 -2.826 4.499 -0.803
H -10.804 -2.333 0.872 0.298
H -10.781 -3.700 -0.259 0.363
H -10.355 -3.934 1.439 0.317
H -8.781 -2.291 -0.601 0.289
H -8.282 -3.857 0.021 0.314
H -6.256 -3.693 4.308 0.368
H -7.775 -3.121 5.053 0.362
H -6.326 -2.104 5.086 0.161
C -7.092 5.846 7.106 -1.096
C -6.540 4.871 8.125 -0.158
O -6.976 3.527 7.862 -0.385
C -6.344 2.898 6.879 0.753
O -5.440 3.336 6.211 -0.564
O -6.885 1.682 6.748 -0.370
C -6.348 0.927 5.666 -0.481
H -8.177 5.764 7.050 0.299
H -6.828 6.868 7.377 0.355
H -6.696 5.642 6.112 0.304
H -6.920 5.115 9.114 0.301
H -5.453 4.911 8.172 0.304
H -5.262 0.870 5.727 0.280
H -6.652 1.362 4.714 0.305
H -6.760 -0.074 5.741 0.134
```

Its lowest unoccupied orbital energy is -3.26 eV. For the orbital gap, the calculation gives 8.6 eV. As for the total charge: +1.

# 2
Computed, not measured: a gas-phase ion, C2H3OS3 (charge -1) at a distorted geometry, with the ωB97M-V functional and the def2-TZVPD basis.

Structure (XYZ):
```
9
Properties=species:S:1:pos:R:3:mulliken_charge:R:1
O 1.985 0.767 -0.628 -0.626
C 0.896 0.715 -0.052 0.187
S 0.458 1.319 1.425 -0.529
C -0.188 -0.268 -0.663 -0.097
S -1.827 0.260 -0.444 -0.261
S -0.001 -1.877 0.264 -0.193
H 0.032 -0.553 -1.774 0.274
H -2.027 0.986 0.719 0.136
H 0.673 -1.349 1.153 0.109
```

Its lowest unoccupied orbital energy is 3.32 eV. For the orbital gap, the calculation gives 7.1 eV. As for the total charge: -1. As for the structure (SMILES): [O-]C(=S)C(S)S.

# 3
Computed, not measured: 8 unconnected molecules or ions with the total composition C44H82N2O8S2 at a distorted geometry, with the ωB97M-V functional and the def2-TZVPD basis.

Structure (XYZ):
```
138
Properties=species:S:1:pos:R:3:mulliken_charge:R:1
O -29.654 -6.183 -13.378 -0.749
N -29.830 -6.403 -12.191 1.673
O -30.893 -6.266 -11.623 -0.729
C -28.667 -6.753 -11.384 -1.132
C -27.425 -6.633 -11.972 -0.311
C -26.291 -6.897 -11.219 -1.387
C -26.436 -7.273 -9.890 -0.324
C -27.688 -7.379 -9.294 -1.190
C -28.816 -7.134 -10.067 1.282
H -27.321 -6.171 -12.944 0.571
H -25.302 -6.761 -11.636 0.454
H -25.578 -7.525 -9.277 0.785
H -27.739 -7.652 -8.252 0.344
H -29.797 -7.221 -9.614 0.537
O -23.786 -0.769 -9.568 -0.614
N -23.899 -1.542 -8.636 1.016
O -24.114 -1.230 -7.472 -0.554
C -23.757 -2.978 -8.918 0.053
C -24.206 -3.896 -7.993 -0.161
C -23.975 -5.236 -8.224 -0.196
C -23.354 -5.648 -9.396 -0.757
C -22.990 -4.714 -10.349 -0.476
C -23.162 -3.361 -10.102 -0.727
H -24.673 -3.550 -7.083 0.565
H -24.274 -5.948 -7.465 0.405
H -23.277 -6.708 -9.607 0.511
H -22.499 -5.012 -11.266 0.441
H -22.778 -2.632 -10.799 0.490
O -28.061 -10.304 -9.054 -0.508
S -27.828 -11.245 -10.107 0.926
O -28.403 -12.561 -10.031 -0.692
C -28.227 -10.573 -11.730 0.952
C -26.925 -10.564 -12.512 -0.627
C -25.973 -11.608 -11.903 -0.794
C -26.071 -11.428 -10.411 -0.625
H -28.571 -9.555 -11.537 -1.094
H -29.002 -11.127 -12.248 0.509
H -27.059 -10.766 -13.579 0.417
H -26.455 -9.577 -12.545 0.091
H -24.967 -11.516 -12.308 0.432
H -26.309 -12.616 -12.172 0.301
H -25.555 -10.499 -10.146 0.098
H -25.703 -12.214 -9.757 0.529
O -30.417 -0.489 -12.794 -0.673
S -30.171 -1.902 -12.672 1.004
O -29.069 -2.348 -11.852 -0.561
C -31.682 -2.782 -12.190 0.040
C -32.217 -3.502 -13.433 -0.170
C -31.475 -3.007 -14.671 -0.748
C -30.045 -2.695 -14.271 -0.513
H -32.345 -2.053 -11.730 0.632
H -31.308 -3.444 -11.412 -0.562
H -32.099 -4.577 -13.304 -0.183
H -33.277 -3.273 -13.539 0.421
H -31.910 -2.062 -15.025 0.390
H -31.490 -3.643 -15.555 0.369
H -29.433 -2.084 -14.930 0.538
H -29.481 -3.612 -14.073 0.053
C -27.330 0.028 -3.904 -1.504
C -27.792 -1.070 -4.835 -0.026
C -26.746 -2.149 -5.046 -0.587
C -27.228 -3.294 -5.944 -0.955
C -27.429 -2.923 -7.402 0.583
C -27.827 -4.103 -8.288 -0.690
H -28.096 0.786 -3.732 0.405
H -26.449 0.537 -4.304 0.315
H -27.036 -0.365 -2.926 0.352
H -28.709 -1.534 -4.456 0.263
H -28.070 -0.605 -5.786 0.220
H -26.442 -2.577 -4.085 0.452
H -25.829 -1.742 -5.489 0.069
H -26.496 -4.117 -5.891 0.300
H -28.154 -3.756 -5.580 0.472
H -28.248 -2.202 -7.518 0.065
H -26.573 -2.402 -7.838 -0.109
H -26.947 -4.672 -8.597 0.090
H -28.554 -4.785 -7.829 0.174
H -28.362 -3.794 -9.193 0.115
C -32.763 -5.815 -8.242 -1.435
C -31.999 -4.586 -8.777 1.059
C -32.201 -3.347 -7.918 -0.840
C -31.206 -2.259 -8.290 1.721
C -31.302 -0.961 -7.486 -0.461
C -32.713 -0.363 -7.438 -1.428
H -32.310 -6.230 -7.338 0.365
H -32.772 -6.618 -8.986 0.104
H -33.805 -5.558 -8.038 0.417
H -30.950 -4.871 -8.883 -0.355
H -32.464 -4.399 -9.749 0.007
H -32.119 -3.583 -6.847 0.303
H -33.230 -3.002 -8.051 0.391
H -30.183 -2.636 -8.214 -1.198
H -31.318 -2.056 -9.365 -0.258
H -30.939 -1.224 -6.487 0.192
H -30.619 -0.241 -7.939 0.453
H -32.662 0.579 -6.890 0.421
H -33.085 -0.193 -8.448 0.295
H -33.399 -1.012 -6.895 0.328
C -31.800 -10.010 -11.299 -0.654
C -32.377 -9.794 -9.915 -0.765
C -31.387 -9.937 -8.788 1.209
C -32.062 -9.665 -7.442 -0.812
C -31.124 -9.563 -6.239 -0.868
C -29.885 -8.691 -6.465 -0.326
H -30.863 -9.471 -11.451 -0.371
H -32.503 -9.694 -12.072 0.448
H -31.601 -11.071 -11.489 0.551
H -32.768 -8.769 -9.857 -0.029
H -33.259 -10.419 -9.744 0.487
H -30.584 -9.204 -8.896 -0.878
H -30.858 -10.897 -8.774 0.363
H -32.590 -8.709 -7.561 0.220
H -32.806 -10.434 -7.218 0.388
H -31.708 -9.258 -5.367 0.376
H -30.819 -10.593 -6.007 0.365
H -29.301 -8.610 -5.548 0.461
H -29.251 -9.155 -7.217 -0.064
H -30.197 -7.690 -6.779 -0.001
C -33.230 -7.039 -16.148 -1.438
C -31.741 -7.143 -15.832 0.074
C -31.351 -8.468 -15.178 0.339
C -31.623 -9.723 -16.008 -0.843
C -31.403 -10.997 -15.177 0.390
C -31.622 -12.287 -15.986 -1.491
H -33.576 -7.787 -16.856 0.420
H -33.496 -6.039 -16.505 0.398
H -33.834 -7.112 -15.232 0.310
H -31.200 -7.076 -16.784 0.343
H -31.453 -6.304 -15.200 -0.262
H -31.847 -8.564 -14.204 -0.293
H -30.275 -8.474 -14.961 0.234
H -32.649 -9.726 -16.384 0.305
H -30.929 -9.763 -16.857 0.313
H -30.380 -11.006 -14.793 0.028
H -32.144 -10.972 -14.372 0.138
H -31.274 -13.149 -15.418 0.402
H -32.669 -12.461 -16.235 0.344
H -31.067 -12.215 -16.926 0.332
```

Its lowest unoccupied orbital energy is -0.86 eV. For the orbital gap, the calculation gives 9.3 eV. As for the structure (SMILES): O=[N+]([O-])c1ccccc1.O=[N+]([O-])c1ccccc1.O=S1(=O)CCCC1.O=S1(=O)CCCC1.CCCCCC.CCCCCC.CCCCCC.CCCCCC.

# 4
Computed, not measured: 2 unconnected molecules or ions with the total composition C4H10NO at a distorted geometry, with the ωB97M-V functional and the def2-TZVPD basis.

Structure (XYZ):
```
16
Properties=species:S:1:pos:R:3:mulliken_spin:R:1
C 2.234 0.127 0.210 0.001
C 1.341 -1.697 -1.137 -0.001
N 1.156 -0.637 -0.449 -0.003
H 1.941 0.233 1.253 -0.001
H 2.302 1.107 -0.263 0.001
H 3.196 -0.354 0.064 -0.001
H 2.366 -2.047 -1.201 0.000
H 0.493 -2.233 -1.545 0.000
H 0.202 -0.319 -0.304 0.003
C -1.868 1.233 -0.690 0.430
C -1.646 1.097 0.665 0.278
O -1.455 -0.083 1.217 0.204
H -1.946 2.225 -1.125 0.034
H -2.027 0.370 -1.334 0.031
H -1.662 1.958 1.332 0.026
H -1.872 -0.061 2.113 -0.004
```

Its lowest unoccupied orbital energy (alpha / beta) is -8.96 / -12.93 eV. For the orbital gap (alpha / beta), the calculation gives 12.2 / 8.4 eV. Its multiplicity is 2. As for the total charge: +2.

# 5
Computed, not measured: a gas-phase ion, C2H6IN3 (charge +2) at a distorted geometry, with the ωB97M-V functional and the def2-TZVPD basis.

Structure (XYZ):
```
12
Properties=species:S:1:pos:R:3:mulliken_spin:R:1
C 0.895 -0.259 0.739 0.037
C -0.960 1.665 0.124 0.523
N -1.754 1.881 -0.848 0.344
N 1.382 -1.455 0.773 0.023
N -0.095 0.109 -0.041 -0.001
I -0.504 2.816 1.735 1.108
H 1.350 0.508 1.368 -0.003
H -1.884 1.254 -1.648 -0.012
H -2.313 2.744 -0.878 -0.013
H 2.187 -1.682 1.353 -0.002
H 1.010 -2.222 0.216 0.000
H -0.610 -0.541 -0.629 -0.004
```

Its lowest unoccupied orbital energy (alpha / beta) is -9.36 / -13.83 eV. For the orbital gap (alpha / beta), the calculation gives 6.2 / 5.7 eV. Its multiplicity is 3. As for the total charge: +2.

# 6
Computed, not measured: a single C5H13NO molecule at a distorted geometry, with the ωB97M-V functional and the def2-TZVPD basis.

Structure (XYZ):
```
20
Properties=species:S:1:pos:R:3:mulliken_charge:R:1
C 2.219 -0.419 0.444 -1.607
C 0.945 0.014 -0.266 1.115
C 1.141 1.295 -1.065 -1.640
C -0.249 0.067 0.647 -0.688
C -1.574 -0.529 -0.151 -0.060
N -2.584 -1.054 0.708 -0.616
O -2.120 0.392 -1.033 -0.474
H 2.505 0.323 1.191 0.348
H 3.041 -0.512 -0.264 0.395
H 2.087 -1.376 0.950 0.406
H 0.630 -0.857 -1.038 -0.020
H 1.942 1.178 -1.790 0.403
H 0.219 1.547 -1.584 0.352
H 1.400 2.122 -0.401 0.376
H -0.504 1.078 0.964 0.302
H -0.116 -0.592 1.506 0.315
H -1.021 -1.327 -0.821 0.304
H -2.334 -1.933 1.137 0.231
H -2.898 -0.398 1.416 0.232
H -2.729 0.981 -0.551 0.328
```

Its lowest unoccupied orbital energy is 0.92 eV. For the orbital gap, the calculation gives 10.0 eV. As for the structure (SMILES): CC(C)C[C@@H](N)O.

# 7
Computed, not measured: a single CH3NO2 molecule at a distorted geometry, with the ωB97M-V functional and the def2-TZVPD basis.

Structure (XYZ):
```
7
Properties=species:S:1:pos:R:3:mulliken_charge:R:1
C 0.874 0.030 0.057 -0.616
N -0.400 -0.670 0.236 -0.190
O -2.577 -0.199 -0.032 -0.360
O -1.380 0.136 -0.177 0.304
H 0.939 1.023 0.635 0.257
H 1.679 -0.665 0.209 0.290
H 0.864 0.345 -0.929 0.315
```

Its lowest unoccupied orbital energy (alpha / beta) is -0.64 / -0.76 eV. For the orbital gap (alpha / beta), the calculation gives 10.0 / 9.6 eV.

# 8
Computed, not measured: a single C22H30N4O4 molecule at a distorted geometry, with the ωB97M-V functional and the def2-TZVPD basis.

Structure (XYZ):
```
60
Properties=species:S:1:pos:R:3:mulliken_charge:R:1
C -6.472 -3.995 0.033 -1.175
C -6.428 -2.628 0.706 -0.540
C -6.081 -1.493 -0.258 -0.471
C -4.663 -1.598 -0.818 -0.449
C -4.267 -0.338 -1.603 -0.986
C -4.108 0.842 -0.673 0.684
O -5.031 1.619 -0.450 -0.782
N -2.913 0.996 -0.073 0.301
C -1.733 0.184 -0.278 -1.721
C -0.678 0.724 0.705 2.258
C 0.429 1.576 0.066 -1.250
C 1.651 0.774 0.437 0.269
C 3.011 1.118 0.072 0.338
C 3.304 2.314 -0.584 -0.606
C 4.612 2.602 -0.926 -0.970
C 5.640 1.723 -0.634 -0.546
C 5.356 0.526 0.022 0.576
N 6.336 -0.413 0.349 -0.056
C 7.672 -0.404 0.065 0.688
O 8.245 0.487 -0.518 -0.628
C 8.372 -1.666 0.543 -0.724
C 8.035 -2.845 -0.370 -1.019
C 4.044 0.234 0.372 -0.556
N 1.364 -0.278 1.100 -0.673
O 0.023 -0.388 1.303 -0.381
C -1.519 1.448 1.765 -1.806
C -2.716 1.979 0.990 -0.061
C -2.456 3.394 0.423 0.295
N -3.523 3.900 -0.205 -0.280
O -1.400 3.976 0.560 -0.655
H -7.160 -3.981 -0.810 0.296
H -5.489 -4.287 -0.327 0.300
H -6.811 -4.751 0.738 0.368
H -7.406 -2.419 1.146 0.358
H -5.699 -2.648 1.519 0.298
H -6.184 -0.541 0.266 0.277
H -6.794 -1.491 -1.085 0.262
H -3.964 -1.758 0.006 0.320
H -4.592 -2.456 -1.488 0.369
H -5.065 -0.097 -2.307 0.443
H -3.348 -0.516 -2.160 0.386
H -1.386 0.246 -1.314 0.386
H -1.924 -0.867 -0.036 0.357
H 0.452 2.585 0.478 0.588
H 0.326 1.654 -1.017 0.473
H 2.518 3.014 -0.818 0.445
H 4.840 3.529 -1.432 0.383
H 6.656 1.952 -0.908 0.542
H 5.982 -1.221 0.842 0.205
H 9.446 -1.480 0.518 0.322
H 8.080 -1.888 1.572 0.302
H 8.330 -2.621 -1.392 0.306
H 6.968 -3.060 -0.361 0.307
H 8.567 -3.735 -0.044 0.328
H 3.797 -0.686 0.882 0.493
H -0.967 2.253 2.246 0.389
H -1.828 0.722 2.517 0.412
H -3.628 2.031 1.595 0.528
H -3.460 4.813 -0.627 0.247
H -4.359 3.334 -0.318 0.236
```

Its lowest unoccupied orbital energy is 0.61 eV. For the orbital gap, the calculation gives 9.1 eV. As for the structure (SMILES): CCCCCC(=O)N1C[C@@]2(CC(c3cccc(NC(=O)CC)c3)=NO2)C[C@H]1C(N)=O.

Values of molecular weight, in order: 1047.67, 139.25, 831.28, 88.13, 199.00, 103.16, 61.04, 414.51, all in g mol⁻¹.
Values of calculated total energy, in order: -4126.18240, -1347.84175, -3233.34649, -287.62315, -540.91446, -328.27512, -244.90484, -1376.35244, all in a.u..